<w>
A 2-piece molecular cluster, C3HClO overall, computed with wB97M-V/def2-TZVPD.

Output
Molar mass (g mol⁻¹): 88.49
Kohn-Sham gap (spin up / spin down) (eV): 9.8 / 4.6
2S+1: 1
LUMO energy (spin up / spin down) (eV): -0.63 / -3.42

Cartesian coordinates (Å):
C  -0.1595  0.2197  -0.1665
C  0.4188  0.9370  -1.0085
C  -0.3703  3.0335  -3.1171
O  0.3345  3.9517  -3.0865
Cl  -1.7531  2.4321  -3.8173
H  -0.9405  0.1156  0.5335

---

<x>
One molecule with the formula C3HClO, computed with wB97M-V/def2-TZVPD.

Output
Molar mass (g mol⁻¹): 88.49
Kohn-Sham gap (eV): 10.0
2S+1: 1
LUMO energy (eV): 0.18

Cartesian coordinates (Å):
O  -0.0974  -2.0810  0.0026
C  -0.0919  -0.8949  -0.0009
C  -0.8036  0.3498  -0.0007
C  0.6622  0.3384  -0.0041
Cl  2.0022  1.3204  0.0018
H  -1.6714  0.9673  0.0014

---

Result of the stability comparison: <x> is the most stable of them.

---

<w>
C4H15NO2S as an isolated structure, computed with wB97M-V/def2-TZVPD.

Output
Molar mass (g mol⁻¹): 141.24
Kohn-Sham gap (eV): 4.6
2S+1: 1
LUMO energy (eV): -2.60

Cartesian coordinates (Å):
C  -0.4666  -0.4282  -1.6815
C  -1.3315  -1.6041  -1.2634
S  -3.4191  1.0498  -0.0458
C  0.1103  0.2197  -0.3953
N  1.0736  -0.6948  0.2751
C  1.6250  -0.0969  1.5355
H  -1.6566  -0.4584  -1.8283
H  0.1366  -0.5618  -2.5740
H  -2.0292  -1.5596  -0.4671
H  -1.3244  -2.6070  -1.8172
H  -2.6743  1.3547  -1.1448
H  -0.8900  0.4504  0.0766
H  0.3513  1.2254  -0.6866
H  0.4795  -1.4795  0.4991
H  2.1963  0.7581  1.1703
H  0.8234  0.1620  2.1488
H  2.3831  -0.7437  1.8919
H  3.1482  0.7383  -0.9339
H  3.6025  1.7093  -1.9763
O  3.3043  1.6596  -1.0941
H  -2.0344  0.2235  3.5650
H  -1.9162  0.6044  2.0093
O  -1.4917  0.0788  2.7367

---

<x>
A 3-piece molecular cluster, C4H15NO2S overall, computed with wB97M-V/def2-TZVPD.

Output
Molar mass (g mol⁻¹): 141.24
Kohn-Sham gap (eV): 9.6
2S+1: 1
LUMO energy (eV): 0.45

Cartesian coordinates (Å):
C  -2.3169  -0.4620  -0.0858
C  -1.4253  0.5742  -0.7503
N  -0.0835  0.4252  -0.1725
C  0.7159  1.6271  -0.4723
C  2.1779  1.3207  -0.2369
S  3.0216  0.5315  -1.6881
H  -3.1954  -0.7343  -0.6753
H  -2.5433  -0.2060  0.9467
H  -1.8132  -1.4415  0.0058
H  -1.4481  0.4614  -1.8465
H  -1.9242  1.5196  -0.5041
H  0.3311  -0.3767  -0.6378
H  0.4382  2.1635  -1.3934
H  0.4496  2.4059  0.2513
H  2.2374  0.6881  0.6584
H  2.8361  2.1435  0.0182
H  3.1031  -0.5986  -1.0036
O  0.0722  -3.3988  -0.1534
H  0.2773  -4.2655  0.2128
H  -0.2395  -3.6202  -1.0526
O  -0.0640  0.4434  3.2518
H  -0.6595  1.0225  2.7675
H  0.0523  -0.2227  2.5602

---

<y>
C4H15NO2S as an isolated structure, computed with wB97M-V/def2-TZVPD.

Output
Molar mass (g mol⁻¹): 141.24
Kohn-Sham gap (eV): 5.4
2S+1: 1
LUMO energy (eV): -1.79

Cartesian coordinates (Å):
C  -0.8713  -0.3931  1.5900
C  -0.7581  -1.7707  1.2658
S  -2.7830  -0.8542  -1.4989
C  -0.2862  0.6694  0.6643
N  1.1476  0.9063  0.8065
C  1.9492  -0.2156  0.3119
H  -1.7451  -1.0614  0.8992
H  -1.1882  -0.1272  2.5916
H  -0.8960  -2.4728  2.0791
H  -0.1667  -2.1067  0.4250
H  -2.5480  -2.0327  -0.9254
H  -0.5655  0.4403  -0.3630
H  -0.7821  1.6137  0.8997
H  1.3654  1.1932  1.7563
H  3.0181  -0.0604  0.4305
H  1.6908  -0.3603  -0.7408
H  1.6767  -1.1483  0.8239
H  0.4338  3.5703  -1.5071
H  0.9077  2.3613  -0.7127
O  0.8270  2.7047  -1.6194
H  -0.0423  0.3615  -2.8190
H  -0.6203  -0.7538  -1.9759
O  0.2365  -0.4634  -2.3815

---

Result of the stability comparison: <x> is the most stable of them.